ORCA calculation (ωB97M-V/def2-TZVPD) on a single C2H2O3S molecule.

Last column: Löwdin spin population.
Geometry (Å):
C 0.927048 0.080896 -0.388321  0.823
C 0.579190 0.411268 0.879873  0.708
O -1.629259 0.524630 -1.237963  0.032
O -1.156760 -1.818130 -0.462343  0.018
O -0.735449 0.110132 1.136583  0.308
S -0.862455 -0.410358 -0.536044  0.024
H 1.783952 0.320313 -1.030072  0.040
H 1.093734 0.781248 1.638285  0.048

Forces on atoms 1 to 2 (eV/Å):
-0.587 -2.603 -5.839
-2.148 1.367 5.350

## Properties
* ⟨S²⟩: 2.01
* 2S+1: 3
* LUMO (spin up / spin down): 0.7 / -2.9 eV
* E_HOMO (spin up / spin down): -6.354 / -12.261 eV
* energy above the lowest of the compared OMol25 structures with the same formula, charge and spin: 223.90 kJ/mol
* E: -19077.16526 eV
* HOMO-LUMO gap (spin up / spin down): 7.04 / 9.33 eV
* net charge: 0

ORCA calculation (ωB97M-V/def2-TZVPD) on a single C4H9NO molecule.

Last column: Mulliken charge in e.
Geometry (Å):
C 0.488562 0.337098 2.408000  -1.195
C -0.266594 0.509613 1.012423  -0.358
C 0.082487 -0.579373 -0.105834  0.549
O 0.588321 -1.653694 0.219905  -0.581
N -0.540770 -0.077823 -1.199531  -0.216
C -0.168449 -0.429936 -2.643405  -0.935
H 0.822690 1.323222 2.830633  0.337
H 1.486443 -0.059884 2.435924  0.361
H -0.039695 -0.263368 3.145583  0.295
H -1.339113 0.695513 1.361992  0.258
H 0.197963 1.474200 0.603126  0.225
H -1.351050 0.525202 -1.203421  0.267
H 0.193831 0.398212 -3.147139  0.365
H 0.718812 -1.123878 -2.621214  0.303
H -0.873437 -1.075107 -3.097049  0.325

Forces on atoms 1 to 2 (eV/Å):
0.362 0.942 -0.144
2.174 1.054 1.963

## Properties
* 2S+1: 1
* LUMO: 0.8 eV
* E_HOMO: -9.639 eV
* SMILES string: CCC(=O)NC
* energy above the lowest of the compared OMol25 structures with the same formula, charge and spin: 203.74 kJ/mol
* E: -7830.20833 eV
* HOMO-LUMO gap: 10.40 eV
* net charge: 0

ORCA calculation (ωB97M-V/def2-TZVPD) on a single C7H13N molecule.

Last column: Mulliken charge in e.
Geometry (Å):
C -0.432369 1.546696 1.541450  -0.750
C -0.709376 1.422553 0.073318  -0.452
C -0.032697 0.139148 -0.406309  0.475
C -0.817633 -0.993153 -0.959590  -0.081
C -0.421442 -1.664922 -2.173144  -1.086
C 2.360596 -0.849706 -0.396955  -0.891
C 1.342055 -0.008980 0.055450  -0.002
N -0.965648 0.495413 2.322505  -0.586
H -0.585754 2.507507 1.944616  0.458
H 0.637191 1.470057 1.528410  0.211
H -0.370035 2.417660 -0.512684  0.230
H -1.825802 1.295842 -0.146031  0.306
H -1.947321 -1.095126 -0.458462  0.155
H 0.207819 -2.474146 -2.443116  0.344
H -0.058724 -1.809618 -0.761503  0.188
H -0.703934 -1.103602 -3.041947  0.269
H 2.127200 -1.711957 -0.942835  0.277
H 3.392157 -0.590280 -0.190134  0.263
H 1.609160 0.734932 0.791182  0.130
H -0.869321 -0.294678 1.828889  0.286
H -1.936122 0.566360 2.346891  0.256

Forces on atoms 1 to 2 (eV/Å):
1.246 0.304 -0.750
-1.380 1.111 -2.653

## Properties
* 2S+1: 1
* LUMO: -1.3 eV
* E_HOMO: -6.703 eV
* energy above the lowest of the compared OMol25 structures with the same formula, charge and spin: 819.92 kJ/mol
* E: -8951.43494 eV
* HOMO-LUMO gap: 5.45 eV
* net charge: 0

ORCA calculation (ωB97M-V/def2-TZVPD) on a 2-piece molecular cluster, C3H11O overall.

Last column: Mulliken charge in e.
Geometry (Å):
O -2.953435 -0.162414 -0.171274  -0.355
H -3.597708 -0.655036 -0.710340  0.441
H -3.265289 0.750183 -0.041469  0.442
H -1.972228 -0.324539 -0.266793  0.448
C -0.086950 0.185299 -0.472385  -1.197
C 1.346053 0.541482 -0.038139  -0.393
C 1.996862 -0.522064 0.817380  -1.137
H -0.056964 -0.789790 -0.971153  0.478
H -0.413092 0.916241 -1.217667  0.476
H -0.762854 0.210546 0.399325  0.197
H 1.351267 1.498773 0.483216  0.334
H 1.894975 0.663973 -0.974701  0.300
H 2.913844 -0.134645 1.265568  0.316
H 1.341861 -0.770424 1.649794  0.320
H 2.263660 -1.407590 0.248645  0.330

Forces on atoms 1 to 2 (eV/Å):
-1.304 -0.164 0.160
0.311 -0.319 -0.140

## Properties
* 2S+1: 1
* LUMO: -4.8 eV
* E_HOMO: -15.370 eV
* energy above the lowest of the compared OMol25 structures with the same formula, charge and spin: 10.82 kJ/mol
* E: -5328.32154 eV
* HOMO-LUMO gap: 10.62 eV
* net charge: +1